# C20H40Br16ClINO

A 9-piece molecular cluster, C20H40Br16ClINO overall in a non-equilibrium geometry (ωB97M-V/def2-TZVPD, the Open Molecules 2025 dataset).

Each atom is followed by the atoms it is bonded to, with distances in Å.
CARTESIAN COORDINATES (ANGSTROEM)
1 O 2.25136 -4.13902 -2.01748  C2 1.388, H9 0.970
2 C 1.74346 -3.85891 -3.27853  O1 1.388, C3 1.525, C8 1.552, H10 1.078
3 C 0.93338 -5.06321 -3.74798  C2 1.525, C4 1.489, H11 1.079, H12 1.071
4 C -0.26033 -4.88256 -2.87667  C3 1.489, I5 2.117, N6 1.519, H13 1.070
5 I -1.76653 -6.36989 -2.92762  C4 2.117
6 N -0.69595 -3.49126 -3.30329  C4 1.519, Cl7 1.751, C8 1.533, H14 1.016
7 Cl -1.76167 -2.80975 -2.09190  N6 1.751
8 C 0.64961 -2.76427 -3.40255  C2 1.552, N6 1.533, H15 1.075, H16 1.066
9 H 2.94311 -3.49711 -1.79415  O1 0.970
10 H 2.58592 -3.59721 -3.89834  C2 1.078
11 H 0.71664 -4.79381 -4.76971  C3 1.079
12 H 1.40082 -6.02501 -3.69278  C3 1.071
13 H -0.02972 -4.72092 -1.84439  C4 1.070
14 H -1.21981 -3.49246 -4.17405  N6 1.016
15 H 0.69937 -2.52309 -4.44854  C8 1.075
16 H 0.71728 -1.90683 -2.77268  C8 1.066
17 Br 0.41496 -0.00466 0.03769  C18 1.948
18 C -1.51233 0.27697 0.01855  Br17 1.948, C19 1.504, H21 1.087, H22 1.088
19 C -1.87035 1.62750 0.57398  C18 1.504, Br20 1.941, H23 1.087, H24 1.084
20 Br -1.72239 1.65296 2.50872  C19 1.941
21 H -1.95261 -0.54099 0.58268  C18 1.087
22 H -1.80617 0.20252 -1.02687  C18 1.088
23 H -2.90769 1.86881 0.35608  C19 1.087
24 H -1.23230 2.41878 0.19690  C19 1.084
25 Br -1.49270 5.54597 2.82423  C26 1.945
26 C -2.86015 5.18925 4.16127  Br25 1.945, C27 1.504, H29 1.085, H30 1.087
27 C -2.28252 5.18436 5.55000  C26 1.504, Br28 1.947, H31 1.087, H32 1.084
28 Br -1.30400 3.53757 5.89883  C27 1.947
29 H -3.32233 4.24449 3.89553  C26 1.085
30 H -3.58546 5.99122 4.05027  C26 1.087
31 H -3.07461 5.21188 6.29375  C27 1.087
32 H -1.59573 6.00460 5.72346  C27 1.084
33 Br -2.70682 8.07221 -2.82045  C34 1.945
34 C -1.84827 7.53899 -1.15861  Br33 1.945, C35 1.504, H37 1.084, H38 1.087
35 C -1.76300 6.04275 -1.03689  C34 1.504, Br36 1.945, H39 1.088, H40 1.084
36 Br -3.48235 5.26089 -0.57238  C35 1.945
37 H -2.41194 7.99402 -0.35235  C34 1.084
38 H -0.85275 7.97376 -1.19492  C34 1.087
39 H -1.09296 5.76576 -0.22556  C35 1.088
40 H -1.43931 5.56614 -1.95522  C35 1.084
41 Br -0.12999 -3.31065 0.76139  C42 1.948
42 C 0.92186 -3.48784 2.39117  Br41 1.948, C43 1.502, H45 1.082, H46 1.088
43 C 0.04653 -3.60949 3.60517  C42 1.502, Br44 1.944, H47 1.087, H48 1.084
44 Br -0.70968 -1.88786 4.09895  C43 1.944
45 H 1.57410 -2.62495 2.43236  C42 1.082
46 H 1.51811 -4.38661 2.24970  C42 1.088
47 H 0.63643 -3.92562 4.46175  C43 1.087
48 H -0.78215 -4.29423 3.46436  C43 1.084
49 Br -7.36970 6.99198 -7.10768  C50 1.945
50 C -5.83361 6.71563 -5.94720  Br49 1.945, C51 1.504, H53 1.084, H54 1.087
51 C -5.09915 7.99912 -5.67445  C50 1.504, Br52 1.945, H55 1.087, H56 1.084
52 Br -4.02442 8.55228 -7.19883  C51 1.945
53 H -5.20756 5.97238 -6.42736  C50 1.084
54 H -6.23862 6.30894 -5.02373  C50 1.087
55 H -4.39268 7.86105 -4.86025  C51 1.087
56 H -5.76470 8.82311 -5.44424  C51 1.084
57 Br 1.89827 0.84561 5.75877  C58 1.947
58 C 0.96989 0.69808 7.46330  Br57 1.947, C59 1.504, H61 1.084, H62 1.088
59 C 1.54621 1.63091 8.49228  C58 1.504, Br60 1.945, H63 1.087, H64 1.084
60 Br 3.23872 0.97297 9.18960  C59 1.945
61 H 1.02451 -0.34284 7.76051  C58 1.084
62 H -0.06461 0.95976 7.25227  C58 1.088
63 H 0.88562 1.70045 9.35270  C59 1.087
64 H 1.73285 2.62291 8.09714  C59 1.084
65 Br 2.36039 -8.52583 -4.62814  C66 1.948
66 C 3.60690 -8.88011 -3.17319  Br65 1.948, C67 1.504, H69 1.084, H70 1.087
67 C 2.89019 -9.30661 -1.92184  C66 1.504, Br68 1.946, H71 1.087, H72 1.084
68 Br 2.03735 -7.78973 -1.05178  C67 1.946
69 H 4.18782 -7.97589 -3.03333  C66 1.084
70 H 4.25460 -9.67550 -3.53231  C66 1.087
71 H 3.59422 -9.70371 -1.19542  C67 1.087
72 H 2.11252 -10.03790 -2.10897  C67 1.084
73 Br 5.22052 -2.00655 -1.93454  C74 1.951
74 C 4.87000 -0.75795 -0.47720  Br73 1.951, C75 1.505, H77 1.082, H78 1.087
75 C 5.94880 -0.81996 0.57056  C74 1.505, Br76 1.944, H79 1.087, H80 1.084
76 Br 5.79461 -2.40708 1.68239  C75 1.944
77 H 3.88884 -0.99905 -0.08871  C74 1.082
78 H 4.84729 0.22646 -0.93788  C74 1.087
79 H 5.86193 0.02251 1.25199  C75 1.087
80 H 6.94466 -0.83867 0.14265  C75 1.084

Computed properties:
HOMO-LUMO gap (hartree): 0.2647
Net charge: +1

Atomic partial charges in e from the Löwdin method, atoms 1 to 2: number 1, O, carries -0.0447; number 2, C, carries -0.3577